A:
A cluster of 13 separate species, C26H52O52S13 in total. Source: OMol25; level of theory: the ωB97M-V functional and the def2-TZVPD basis.

## Properties
lowest unoccupied orbital energy = -0.0067 Ha
orbital gap = 10.265 eV

Atoms and positions in Å:
C 20.767 1.568 16.997
C 16.817 1.754 25.585
H 19.769 4.692 23.393
H 8.988 3.674 18.484
O 16.587 2.694 26.679
C 9.599 3.346 19.325
H 10.892 -2.094 18.684
C 20.805 2.869 24.109
O 23.306 2.290 21.993
C 11.631 -2.284 19.463
H 15.670 3.346 18.070
C 16.744 1.564 19.057
O 13.612 3.212 14.351
H 13.942 6.112 23.841
O 24.210 4.269 24.217
C 21.223 -0.682 24.055
H 25.460 4.333 21.786
S 11.990 3.578 20.230
H 22.048 0.385 15.536
S 22.898 4.078 24.851
O 16.335 6.849 13.828
H 18.867 3.425 14.478
C 14.137 6.468 22.829
O 13.082 -2.830 17.829
H 21.018 3.921 22.371
O 18.056 3.699 25.096
O 18.070 6.133 15.527
H 19.508 -1.833 24.617
H 20.789 0.117 24.655
O 20.678 8.105 18.811
O 19.407 1.642 16.973
O 20.914 5.585 18.413
H 13.209 6.312 22.279
O 18.137 3.213 21.357
C 12.572 -3.373 19.007
O 17.243 5.999 20.830
C 10.483 2.267 18.671
H 14.695 5.731 18.750
O 22.816 4.569 20.842
O 14.845 -1.043 18.320
H 15.848 1.269 25.463
O 15.880 4.971 25.906
O 12.791 -0.438 17.036
H 12.106 -4.351 18.887
O 17.353 0.625 15.813
H 24.162 6.204 21.364
O 14.745 10.077 18.188
O 13.049 4.562 20.112
O 20.020 -2.198 22.641
O 18.741 6.298 13.134
H 20.942 1.002 17.911
O 11.825 2.652 18.909
H 14.995 8.130 23.839
C 17.412 2.607 24.474
H 15.043 6.114 16.291
O 15.135 5.651 22.184
S 12.965 3.238 15.901
H 16.627 1.100 18.078
O 17.332 6.085 23.306
S 18.501 3.045 19.994
O 13.751 2.294 16.732
O 12.498 8.985 18.615
C 18.451 8.275 18.191
C 18.044 3.834 15.064
O 20.536 -1.147 20.320
H 13.444 -3.438 19.658
O 19.906 0.496 15.150
O 19.866 3.276 19.589
H 10.488 1.242 19.041
O 19.035 -0.760 17.101
H 17.549 3.092 15.691
H 20.413 2.037 23.524
H 17.475 1.043 26.084
O 24.755 3.250 20.304
O 18.791 -0.091 21.841
C 23.951 5.392 20.668
O 19.983 6.513 20.633
H 10.357 2.270 17.588
C 13.083 2.124 13.687
O 12.009 2.892 21.588
O 10.538 4.276 19.900
O 22.247 2.695 24.318
H 21.118 2.599 17.042
O 15.934 7.791 22.042
H 16.073 1.021 19.723
O 11.493 2.737 15.373
H 15.963 7.651 16.490
O 14.854 7.667 19.057
H 13.617 1.242 14.042
O 21.800 4.963 24.075
H 20.827 -2.899 24.284
O 17.388 3.839 19.027
C 25.197 4.521 20.745
H 16.672 3.099 23.843
O 22.777 4.114 26.335
O 17.193 4.464 14.168
O 21.223 -0.260 22.644
S 13.951 8.861 18.260
H 21.371 1.846 14.863
C 15.187 7.006 16.901
S 20.170 6.572 19.165
O 14.087 7.900 16.861
C 19.653 9.038 18.627
H 15.602 3.306 19.790
H 19.657 5.044 15.595
H 18.714 4.816 17.029
H 10.782 2.410 13.597
C 21.194 1.060 15.596
S 23.249 2.938 20.679
O 18.044 1.554 19.564
H 18.168 8.272 17.138
H 22.230 -0.797 24.455
O 18.751 6.937 18.461
S 17.542 6.051 13.962
H 20.358 2.734 25.094
O 22.578 2.289 19.551
H 8.932 2.881 20.051
H 17.528 8.524 18.715
S 13.418 -1.250 18.060
S 17.087 4.274 26.344
O 12.492 -1.217 19.468
S 18.717 0.360 16.281
S 16.649 6.287 22.073
O 12.843 4.651 16.347
H 23.766 5.736 19.650
H 11.274 1.045 14.675
C 11.581 1.976 14.198
H 16.355 6.452 18.531
H 11.201 -2.427 20.454
H 13.134 2.167 12.599
C 15.290 6.532 18.312
C 16.244 3.047 18.947
H 19.880 9.784 17.866
H 26.008 4.804 20.075
C 20.762 4.243 23.380
H 14.196 8.659 22.362
H 19.562 9.771 19.428
O 17.863 4.831 27.495
S 20.029 -0.885 21.692
C 18.630 4.969 15.953
H 18.112 2.124 23.792
C 14.787 7.856 22.805
C 20.403 -1.935 24.003

Mulliken atomic charge list, values in e, 99 entries: -0.29, -0.18, -0.13, 0.34, -0.46, -0.34, 0.25, 0.11, -0.46, -0.34, 0.12, -0.53, -0.32, 0.28, -0.53, 0.13, 0.33, 0.99, 0.30, 1.04, -0.50, 0.23, -0.14, -0.33, -0.68, -0.29, -0.29, 0.26, -0.01, -0.47, 0.14, -0.60, 0.06, -0.43, -0.43, 0.37, 0.00, -0.42, -0.13, -0.45, 0.31, -0.49, -0.44, 0.34, -0.45, 0.32, -0.57, -0.38, -0.37, -0.60, 0.27, -0.07, 0.21, 0.41, 0.09, -0.22, 1.00, -0.12, -0.65, 0.36, -0.12, -0.58, 0.19, 0.40, -0.53, 0.30, -0.50, 0.16, 0.10, -0.61, -0.20, -0.25, 0.22, -0.37, -0.40, -0.33, -0.49, 0.03, -0.37, -0.65, -0.34, -0.28, 0.01, -0.38, 0.30, -0.34, 0.04, -0.41, 0.28, -0.30, 0.25, 0.32, -0.55, -0.05, -0.61, -0.40, -0.29, 1.17, 0.32

B:
A cluster of 13 separate species, C26H52O52S13 in total. Source: OMol25; level of theory: the ωB97M-V functional and the def2-TZVPD basis.

## Properties
lowest unoccupied orbital energy = -0.0239 Ha
orbital gap = 9.739 eV

Atoms and positions in Å:
O 4.570 3.192 -0.795
H 0.647 6.728 1.338
H 4.390 0.367 -0.088
S 2.655 -2.668 -4.301
C 0.833 2.409 4.397
O -4.564 4.006 -0.246
O -0.734 2.006 -3.343
O -4.940 -5.538 1.224
H -2.885 -5.251 -5.150
H 0.300 3.248 3.950
S -5.741 4.841 0.015
H -2.725 0.192 -9.104
C 5.343 1.795 4.147
C 5.053 0.854 -0.804
H -3.598 -6.975 -3.029
H 2.188 4.689 0.855
O -3.737 -0.927 -6.685
O 6.057 5.163 5.577
C 1.820 -3.583 -1.954
C 0.158 1.028 4.809
H -2.676 -8.209 1.545
H -0.906 -2.449 0.347
O 2.763 -1.257 -4.553
S -3.792 -5.147 2.052
H 7.321 1.404 3.231
C -3.425 -5.328 -4.207
H 3.318 2.052 -1.724
O -2.368 -5.074 1.264
H -3.432 -1.131 -9.856
H 1.601 2.080 3.696
S 6.278 3.682 5.705
O 6.730 3.166 7.006
O 2.171 -0.945 -0.101
C -2.267 -7.290 1.964
O -1.646 4.606 3.117
H 5.608 0.177 -1.453
H 9.779 -1.010 1.510
C 4.393 2.040 -1.545
H -0.169 0.849 -4.864
O 3.013 -3.101 -2.676
H 9.920 -2.768 3.022
H -4.576 4.232 2.398
H 8.293 -2.307 3.639
H 7.321 1.089 4.955
H 1.399 -2.759 -1.378
H 1.063 4.007 -0.188
H -1.910 0.572 -0.017
H -4.113 -0.675 0.666
C -1.260 -0.230 -0.367
O -3.621 -0.003 4.949
S -4.040 -4.107 -1.973
O 6.122 1.473 -0.105
H -4.960 0.022 -7.928
C 1.109 4.628 0.707
O 0.050 -0.969 1.413
C -1.016 -1.410 0.655
H -5.862 -0.686 1.244
O 7.959 -2.508 -0.568
C -1.035 1.383 -4.473
O -5.509 5.743 1.495
O 6.957 3.865 -0.741
O -3.833 -4.062 3.069
S 1.151 -0.098 0.511
C -6.764 4.095 2.218
O -4.234 -0.882 2.541
O 0.113 0.846 6.192
O -0.875 5.647 0.830
O -6.017 -0.713 4.296
H -1.334 -7.375 2.521
H -0.853 -6.293 0.523
O 0.021 0.249 -0.617
H -5.682 1.538 1.311
H 9.157 -0.320 2.992
O -7.020 4.102 0.831
H -1.887 0.765 -4.190
C 0.423 6.010 0.549
C 8.950 -2.339 2.770
O -6.285 5.622 -1.100
O -2.101 -1.560 -8.195
C -3.139 -0.788 -8.863
H -1.804 -1.409 1.408
O 5.929 -2.764 0.933
H -6.801 3.168 2.790
C -1.563 2.561 -5.290
C -2.877 -6.160 -3.084
H -2.027 2.225 -6.218
O -2.824 -5.286 -1.972
H -7.554 4.719 2.637
H -0.797 3.298 -5.530
S 0.367 2.379 6.997
O -0.919 3.133 7.152
O 0.478 3.982 1.783
H 5.041 0.841 4.579
O -2.403 3.195 -4.379
O 7.667 -1.003 1.509
H -1.609 -0.611 -1.327
O 8.290 -3.201 1.861
H -0.815 1.012 4.318
O -3.216 -6.485 2.713
H 0.726 0.122 4.597
C -1.903 -6.290 0.816
S 7.353 -2.431 0.789
S -2.015 2.942 -2.732
O -3.683 -2.794 -1.380
O 5.006 2.807 5.109
C 6.903 1.734 4.182
C -4.274 -0.825 -7.930
O 1.120 -3.166 -4.216
O 3.486 -3.514 -5.170
H 0.682 6.439 -0.419
C -4.740 1.157 1.706
S -2.493 -2.052 -6.721
H 4.872 2.114 3.217
O 5.826 3.548 1.401
H 4.832 2.165 -2.535
O -1.442 4.125 -2.038
C 0.840 -3.992 -3.119
S -1.174 4.275 1.759
H -4.879 -1.731 -7.962
H 0.992 -5.046 -3.351
O -3.693 -4.086 -3.632
C -5.444 4.864 2.588
O -1.443 -1.618 -5.796
H -1.841 -6.449 -3.259
O 7.270 3.094 4.520
O 1.281 2.873 5.659
H -3.871 1.618 1.237
H -5.289 5.532 3.435
H 2.126 -4.421 -1.327
C -4.833 -0.377 1.427
O 1.423 1.279 1.057
C 8.933 -1.031 2.197
O 1.247 2.274 8.167
O -4.813 1.260 3.156
S -4.678 -0.187 3.939
O -2.926 -3.441 -6.782
O -1.924 3.249 1.009
O -5.398 -4.623 -1.941
H -4.465 -5.555 -4.443
H -0.212 -3.938 -2.839
S 6.021 3.145 0.025
O -2.966 2.100 -2.119
H -2.566 -6.470 -0.029

Mulliken atomic charge list, values in e, 99 entries: -0.34, 0.34, 0.07, 1.12, 0.05, -0.18, -0.25, -0.54, 0.30, 0.28, 0.93, 0.27, -0.16, 0.02, 0.25, 0.35, -0.28, -0.52, 0.39, 0.16, 0.28, 0.10, -0.50, 1.10, -0.05, -0.57, 0.19, -0.18, 0.31, -0.06, 1.08, -0.56, -0.50, -0.33, -0.64, 0.28, 0.26, -0.20, 0.32, -0.34, 0.31, -0.10, 0.27, 0.34, -0.35, 0.09, -0.56, -0.01, 0.46, -0.46, 0.77, -0.26, 0.32, -0.24, -0.33, -0.14, 0.25, -0.56, -0.38, -0.47, -0.58, -0.46, 0.55, -0.41, -0.19, -0.47, -0.39, -0.58, 0.32, 0.40, -0.15, 0.09, 0.40, -0.31, 0.26, -0.38, -0.45, -0.59, -0.34, -0.31, 0.12, -0.45, 0.32, -0.25, -0.37, 0.25, -0.05, 0.37, 0.27, 1.02, -0.52, -0.14, 0.29, -0.47, -0.16, 0.31, -0.33, 0.07, -0.37

C:
A structure of composition C26H52O52S13. Source: OMol25; level of theory: the ωB97M-V functional and the def2-TZVPD basis.

## Properties
lowest unoccupied orbital energy = -0.0310 Ha
orbital gap = 9.545 eV

Atoms and positions in Å:
S 4.332 0.696 1.812
O -0.265 0.518 -1.177
H -6.897 -3.544 -0.816
C 0.445 -4.863 1.202
O 1.410 4.964 -5.613
C -7.645 0.891 2.357
O 4.407 -3.244 -1.612
O 5.972 3.804 -2.680
H -1.370 -0.785 3.490
O -5.552 3.025 1.422
O 2.140 -3.855 2.322
S 1.191 -0.416 5.676
H 0.719 -3.413 -6.590
H -0.057 -3.347 -3.883
H 3.066 3.684 -2.454
O 3.759 0.906 0.468
H -0.376 -1.120 1.062
H -3.300 4.952 5.045
C -3.807 0.015 -2.340
C 0.131 -4.082 -5.962
C -7.895 1.022 0.734
S 5.315 4.768 -3.850
O 0.466 4.389 -3.255
H -5.839 -2.035 -0.700
O 4.706 5.863 -3.167
S -1.905 3.316 2.715
O -3.060 -5.025 0.826
O 5.732 -0.225 1.873
H -4.994 -2.978 -2.648
C -3.881 2.929 4.267
O 1.856 5.859 2.271
C 0.289 -0.258 1.014
O 1.324 -7.414 -5.131
O -6.216 0.878 2.487
C -0.728 3.863 -2.664
H -4.612 -0.292 -1.672
H -0.930 -3.851 -6.054
O -1.324 0.061 -4.324
H 2.363 -4.550 0.242
C 3.744 2.972 -2.924
O -0.898 4.219 -4.936
S 0.691 3.967 -4.825
H 6.549 -1.758 2.888
O 0.444 -1.449 4.584
C 2.200 3.807 3.324
H -4.285 2.193 4.961
C -0.977 -1.152 4.438
H -8.632 0.429 0.194
H -4.087 1.903 -3.396
O -0.247 -0.407 6.436
H -1.593 2.472 -4.070
O -2.586 -1.859 -5.314
O -3.222 -1.020 -2.960
H 0.450 4.834 3.423
O 2.016 0.003 -2.211
O -4.068 0.979 0.965
O 4.191 3.567 -4.128
H -0.457 3.089 -1.947
O 3.271 5.365 0.137
C 0.661 -3.896 -4.492
O -1.873 4.246 3.941
C 4.417 -1.380 3.208
C -2.873 3.974 4.825
O -3.037 2.292 3.340
C -4.301 0.842 -3.526
H -0.381 -4.175 1.387
O -0.653 2.609 2.676
O -3.796 0.264 -4.681
S 0.305 -6.361 -5.107
C -5.017 -3.622 -1.769
O 3.227 -6.153 2.796
H 1.480 2.994 3.416
O -3.033 -2.439 0.811
H 4.917 2.944 -1.088
C 4.326 -1.840 -1.798
C -5.904 -3.123 -0.660
H 1.704 -3.578 -4.496
O 0.740 -5.695 2.437
O 1.330 -0.701 0.147
C 5.858 -0.934 3.066
O 6.218 -2.078 -0.649
S 5.660 -3.669 -0.577
H 0.243 1.810 0.311
H -7.926 -0.026 2.873
H -4.752 3.259 3.701
C -1.332 -0.136 5.592
H 4.041 -1.488 4.225
S -3.647 -3.702 0.355
O 3.562 -0.592 2.458
O 1.993 -5.104 4.626
O -1.077 -6.759 -4.999
H -3.045 0.417 -1.674
H 5.901 -0.404 -1.640
S 0.900 -0.585 -1.464
C -0.351 0.902 0.204
H -2.248 3.655 5.659
S 2.174 -5.276 3.206
H -5.368 -4.606 -2.078
H -1.264 -2.198 4.541
H -2.173 -0.497 6.185
H 0.174 -5.452 0.325
H -1.206 4.727 -2.202
C -1.590 3.541 -3.860
H -8.119 1.612 3.022
O 4.371 1.722 2.832
S -5.414 1.567 1.234
H 3.015 3.724 4.043
O 1.491 0.845 4.993
O 0.878 4.549 0.280
H 3.786 -1.550 -0.897
H 5.591 1.863 -2.272
H 3.763 -1.530 -2.679
O 0.248 -1.815 -1.910
O 0.626 -5.348 -6.329
H -1.315 0.938 0.713
S 2.117 4.848 0.946
C 1.499 5.129 3.407
H 6.257 -0.210 3.777
O -3.707 -3.686 -1.232
H 1.713 5.794 4.244
H -1.458 0.901 5.282
H 1.599 -3.041 0.585
O 0.700 -5.220 -3.983
C 5.835 -1.479 -1.807
O 2.649 3.696 2.030
O -5.340 -3.655 0.451
H -8.261 2.029 0.533
O 6.227 4.986 -5.005
C 5.100 2.829 -2.157
H 4.352 -2.385 2.789
O -2.331 4.015 1.481
O -6.589 0.893 0.243
S -2.562 -0.707 -4.401
H -5.366 0.673 -3.687
O 2.206 -1.087 6.485
H 6.323 -1.917 -2.678
H -2.639 3.803 -3.721
O 6.565 -4.632 -1.226
O 1.058 2.573 -4.950
H 0.606 -0.031 2.032
H 3.181 2.054 -3.095
O 5.162 -3.960 0.778
C 1.726 -4.052 0.973

Mulliken atomic charge list, values in e, 99 entries: 0.76, 0.27, 0.38, -0.02, -0.57, -0.40, -0.42, -0.39, 0.03, -0.61, -0.16, 0.94, 0.35, -0.30, 0.08, 0.24, 0.03, 0.38, 1.44, -0.29, -0.36, 1.08, -0.30, -0.25, -0.49, 0.92, -0.56, -0.41, 0.23, -0.42, -0.51, 0.39, -0.55, -0.36, 0.35, -0.73, 0.32, -0.36, 0.00, 0.10, -0.51, 1.10, 0.32, -0.14, 0.49, 0.36, 0.04, 0.36, 0.13, -0.45, 0.10, -0.61, -0.03, -0.18, -0.59, 0.00, -0.35, -0.31, -0.56, 0.41, -0.34, 0.23, -0.62, 0.03, -0.15, 0.03, -0.36, -0.43, 1.00, -0.44, -0.53, -0.43, -0.22, 0.10, 0.69, 0.26, 0.15, -0.45, -0.92, -0.34, -0.33, 1.01, 0.13, 0.27, 0.40, -0.36, 0.22, 0.92, -0.36, -0.55, -0.53, -0.60, 0.06, 0.25, 0.95, 0.33, 1.17, 0.33, 0.27

It is B that is the least stable of them.

A:
The ion C5H11NOS with charge -1. Source: OMol25; level of theory: the ωB97M-V functional and the def2-TZVPD basis.

## Properties
multiplicity = 2
⟨S²⟩ = 0.7550
lowest unoccupied orbital energy (spin up / spin down) = 0.1164 / 0.0995 Ha
charge = -1
orbital gap (spin up / spin down) = 5.796 / 5.230 eV

Atoms and positions in Å:
H -0.087 0.966 -0.420
H -2.186 0.104 -1.974
H 0.045 -1.410 0.025
H -1.973 -0.799 1.049
N 1.432 -0.211 0.953
H 1.572 -0.024 -0.046
H 0.218 -1.720 1.740
C 1.611 1.076 1.649
C -1.170 0.707 -0.211
C -1.464 -0.255 -1.320
H -1.704 1.691 -0.281
C 0.157 -0.905 1.026
O 0.721 2.016 1.155
H -1.228 0.412 2.148
C -1.151 -0.071 1.143
H 2.693 1.163 1.476
H 0.572 -0.351 -2.871
S -0.190 -1.181 -2.075
H 1.427 0.897 2.732

Table of Mulliken atomic charges, one value per atom, all in e: 0.13, 0.51, 0.13, 0.39, -0.43, 0.37, 0.33, -0.52, -0.27, -0.69, 0.40, -0.67, -0.86, 0.30, -0.47, 0.35, 0.11, -0.37, 0.26

B:
The ion C5H11NOS with charge -1. Source: OMol25; level of theory: the ωB97M-V functional and the def2-TZVPD basis.

## Properties
multiplicity = 2
⟨S²⟩ = 0.7509
lowest unoccupied orbital energy (spin up / spin down) = 0.1173 / 0.1147 Ha
charge = -1
orbital gap (spin up / spin down) = 2.272 / 7.861 eV

Atoms and positions in Å:
C 1.432 0.683 -0.820
C -1.708 -2.893 0.758
C -0.317 -0.983 0.110
H 1.620 1.682 1.041
C 0.944 1.648 0.311
H -0.171 -1.783 1.963
H -2.362 -3.437 1.483
H -0.035 1.228 0.762
H 1.122 0.754 -1.882
H 1.531 -1.575 -0.932
H -0.754 -1.425 -0.834
H -0.973 -0.091 0.159
H -0.848 3.076 -0.552
H 1.549 -0.968 0.777
S 0.574 3.208 -0.427
C 1.196 -0.754 -0.176
O -2.004 -2.814 -0.393
H 2.594 0.696 -1.023
N -0.815 -1.882 1.130

Table of Mulliken atomic charges, one value per atom, all in e: -0.69, -0.14, -1.00, 0.70, -1.49, 0.26, 0.36, -0.08, 0.32, 0.24, 0.19, 0.38, 0.36, 0.34, -0.17, -0.54, -0.35, 0.24, 0.08

It is A that is the least stable of them.